{
  "formula": "C24H40BrFN",
  "method": "ωB97M-V/def2-TZVPD",
  "total_energy_ha": -3666.90936,
  "lumo_ev": -4.61,
  "largest_force_ev_per_a": 0.99,
  "homo_ev": -12.74,
  "charge": 1,
  "elements": ["F", "C", "N", "C", "C", "C", "C", "C", "C", "C", "C", "C", "C", "C", "Br", "H", "H", "H", "H", "H", "H", "H", "H", "H", "H", "H", "H", "C", "C", "C", "C", "C", "C", "H", "H", "H", "H", "H", "H", "H", "H", "H", "H", "H", "H", "H", "H", "C", "C", "C", "C", "C", "C", "H", "H", "H", "H", "H", "H", "H", "H", "H", "H", "H", "H", "H", "H"],
  "coordinates": [[-1.308, -0.246, 3.587], [-1.089, -1.306, 2.861], [-1.785, -2.392, 3.289], [-1.745, -3.561, 2.670], [-0.998, -3.698, 1.511], [-0.948, -4.920, 0.793], [-0.242, -5.026, -0.365], [0.457, -3.903, -0.858], [0.430, -2.715, -0.182], [-0.277, -2.565, 1.027], [-0.313, -1.347, 1.765], [0.496, -0.147, 1.331], [2.021, -0.432, 1.431], [2.809, 0.549, 2.293], [2.583, 0.051, 4.152], [-2.348, -2.287, 4.125], [-2.325, -4.372, 3.077], [-1.482, -5.784, 1.161], [-0.200, -5.947, -0.920], [1.022, -3.951, -1.772], [0.974, -1.887, -0.597], [0.201, 0.730, 1.895], [0.245, 0.025, 0.290], [2.441, -0.444, 0.428], [2.173, -1.416, 1.855], [2.502, 1.578, 2.161], [3.856, 0.485, 2.027], [2.434, -2.793, -7.253], [2.760, -1.402, -6.716], [3.402, -1.419, -5.330], [2.529, -2.019, -4.226], [1.171, -1.343, -4.040], [1.273, 0.125, -3.632], [1.708, -3.311, -6.624], [2.010, -2.729, -8.255], [3.334, -3.408, -7.309], [1.852, -0.791, -6.706], [3.448, -0.909, -7.406], [3.685, -0.399, -5.057], [4.335, -1.986, -5.378], [3.085, -1.969, -3.282], [2.371, -3.083, -4.426], [0.617, -1.884, -3.265], [0.576, -1.429, -4.952], [1.835, 0.232, -2.700], [0.281, 0.553, -3.477], [1.770, 0.722, -4.396], [-4.869, 4.200, 4.114], [-3.739, 5.171, 3.782], [-3.071, 4.890, 2.436], [-2.394, 3.523, 2.328], [-1.322, 3.253, 3.383], [-0.144, 4.218, 3.309], [-4.508, 3.173, 4.198], [-5.334, 4.461, 5.065], [-5.643, 4.226, 3.345], [-2.996, 5.157, 4.583], [-4.142, 6.186, 3.760], [-2.340, 5.677, 2.232], [-3.822, 4.966, 1.644], [-1.944, 3.438, 1.333], [-3.153, 2.736, 2.383], [-0.946, 2.234, 3.245], [-1.757, 3.279, 4.386], [0.327, 4.169, 2.324], [0.609, 3.959, 4.056], [-0.439, 5.251, 3.488]],
  "nbo_charge": [-0.262, 0.592, -0.462, 0.164, -0.117, -0.146, -0.187, -0.131, -0.164, 0.021, -0.049, -0.433, -0.423, -0.421, -0.008, 0.455, 0.243, 0.234, 0.244, 0.242, 0.223, 0.246, 0.236, 0.221, 0.219, 0.225, 0.233, -0.610, -0.400, -0.398, -0.399, -0.396, -0.611, 0.194, 0.217, 0.205, 0.192, 0.211, 0.202, 0.207, 0.191, 0.200, 0.178, 0.207, 0.187, 0.211, 0.216, -0.609, -0.400, -0.398, -0.397, -0.395, -0.613, 0.190, 0.216, 0.204, 0.193, 0.210, 0.204, 0.205, 0.196, 0.194, 0.180, 0.201, 0.195, 0.213, 0.213]
}



{
  "formula": "C24H40Cl2N4O5Re",
  "method": "ωB97M-V/def2-TZVPD",
  "total_energy_ha": -2530.86383,
  "e_above_lowest_kcal_mol": 9.4,
  "lumo_ev": [-12.06, -13.59],
  "largest_force_ev_per_a": 3.87,
  "multiplicity": 4,
  "homo_ev": [-18.78, -18.77],
  "charge": 4,
  "s_squared": 3.764,
  "elements": ["Re", "C", "O", "C", "C", "O", "C", "C", "O", "C", "H", "H", "H", "H", "H", "H", "H", "H", "H", "H", "H", "H", "H", "H", "C", "N", "C", "C", "C", "N", "C", "C", "O", "H", "H", "H", "H", "H", "H", "H", "H", "H", "H", "H", "H", "Cl", "C", "Cl", "H", "H", "C", "N", "N", "C", "O", "C", "C", "C", "C", "C", "C", "C", "C", "C", "H", "H", "H", "H", "H", "H", "H", "H", "H", "H", "H", "H"],
  "coordinates": [[-9.678, -10.983, -6.284], [-7.596, -8.572, -7.187], [-8.199, -9.914, -7.412], [-7.802, -10.481, -8.707], [-9.016, -11.296, -9.130], [-9.391, -12.146, -7.953], [-8.551, -13.402, -7.822], [-8.349, -13.654, -6.336], [-8.198, -12.325, -5.712], [-7.309, -12.365, -4.470], [-7.716, -7.996, -8.093], [-6.529, -8.698, -7.001], [-8.125, -8.066, -6.388], [-6.868, -11.054, -8.603], [-7.646, -9.634, -9.371], [-8.882, -11.946, -9.986], [-9.895, -10.693, -9.292], [-7.612, -13.154, -8.311], [-9.073, -14.182, -8.381], [-7.424, -14.218, -6.195], [-9.136, -14.170, -5.830], [-7.840, -12.968, -3.748], [-7.166, -11.332, -4.159], [-6.379, -12.801, -4.801], [-10.874, -7.924, -8.884], [-11.761, -7.810, -7.731], [-12.717, -6.665, -7.861], [-13.821, -6.850, -6.869], [-13.320, -7.237, -5.497], [-12.559, -8.527, -5.655], [-12.955, -9.592, -4.744], [-11.791, -8.670, -6.726], [-10.975, -9.696, -6.876], [-11.445, -8.189, -9.769], [-10.183, -8.710, -8.669], [-10.357, -6.979, -9.037], [-13.062, -6.649, -8.880], [-12.127, -5.762, -7.686], [-14.515, -7.592, -7.231], [-14.375, -5.918, -6.834], [-14.116, -7.423, -4.786], [-12.643, -6.489, -5.069], [-14.031, -9.790, -4.860], [-12.730, -9.317, -3.723], [-12.417, -10.498, -5.002], [-8.911, -6.909, -4.330], [-8.427, -8.421, -3.778], [-9.665, -9.913, -4.038], [-8.384, -8.435, -2.691], [-7.516, -8.773, -4.247], [-14.806, -14.956, -6.648], [-13.820, -13.902, -6.778], [-12.876, -13.760, -5.812], [-12.077, -12.729, -6.368], [-10.990, -12.349, -5.703], [-12.613, -12.247, -7.561], [-13.736, -13.035, -7.790], [-14.741, -12.953, -8.807], [-12.759, -14.651, -4.640], [-13.877, -14.759, -3.849], [-13.886, -15.771, -2.856], [-12.752, -16.520, -2.662], [-11.666, -16.431, -3.486], [-11.675, -15.492, -4.555], [-14.363, -15.889, -6.323], [-15.180, -15.121, -7.662], [-15.642, -14.618, -6.022], [-12.284, -11.412, -8.164], [-14.560, -12.066, -9.401], [-15.725, -12.872, -8.317], [-14.709, -13.821, -9.457], [-14.742, -14.117, -3.986], [-14.757, -15.904, -2.233], [-12.754, -17.240, -1.854], [-10.807, -17.094, -3.341], [-10.833, -15.489, -5.256]],
  "mulliken_spin": [2.753, -0.002, 0.015, -0.009, 0.019, 0.034, 0.011, 0.015, -0.005, 0.001, -0.002, 0.004, 0.001, 0.004, -0.003, 0.002, -0.009, 0.003, 0.000, 0.001, -0.007, 0.004, -0.002, -0.002, 0.006, 0.013, -0.001, 0.001, 0.002, 0.013, -0.002, -0.023, -0.001, -0.001, 0.001, 0.001, 0.001, 0.001, 0.000, 0.000, 0.000, 0.001, 0.000, 0.004, 0.006, 0.005, 0.008, -0.003, -0.002, 0.001, -0.001, 0.035, 0.019, -0.027, 0.077, 0.033, -0.007, 0.001, -0.001, 0.001, 0.000, 0.001, -0.001, 0.002, 0.001, 0.001, 0.001, 0.011, -0.001, -0.001, -0.001, 0.000, 0.000, 0.000, 0.000, 0.000]
}



{
  "formula": "C24H40Cl8CuO16S",
  "method": "ωB97M-V/def2-TZVPD",
  "total_energy_ha": -7862.59965,
  "e_above_lowest_kcal_mol": 27.1,
  "lumo_ev": [-0.80, -3.56],
  "largest_force_ev_per_a": 3.11,
  "multiplicity": 2,
  "homo_ev": [-9.97, -9.97],
  "charge": 0,
  "s_squared": 0.756,
  "elements": ["Cu", "S", "O", "O", "O", "O", "C", "C", "C", "O", "C", "O", "O", "H", "H", "H", "H", "H", "H", "C", "C", "C", "O", "C", "O", "O", "H", "H", "H", "H", "H", "H", "C", "C", "C", "O", "C", "O", "O", "H", "H", "H", "H", "H", "H", "C", "C", "C", "O", "C", "O", "O", "H", "H", "H", "H", "H", "H", "Cl", "C", "C", "Cl", "H", "H", "H", "H", "Cl", "C", "C", "Cl", "H", "H", "H", "H", "Cl", "C", "C", "Cl", "H", "H", "H", "H", "Cl", "C", "C", "Cl", "H", "H", "H", "H"],
  "coordinates": [[2.401, -1.234, -0.903], [0.114, -0.255, 0.435], [-0.836, -1.002, 1.244], [0.376, -0.872, -0.897], [-0.278, 1.129, 0.369], [1.527, -0.370, 0.888], [-3.280, -0.185, -3.098], [-3.911, -1.423, -2.490], [-3.632, -1.633, -1.007], [-4.928, -1.870, -0.488], [-5.891, -1.626, -1.402], [-7.053, -1.715, -1.186], [-5.335, -1.303, -2.581], [-2.194, -0.303, -3.031], [-3.542, 0.751, -2.602], [-3.496, -0.038, -4.158], [-3.570, -2.267, -3.093], [-3.106, -0.782, -0.571], [-3.020, -2.525, -0.873], [-0.085, 1.840, -3.362], [-0.552, 3.178, -2.842], [0.062, 3.726, -1.532], [0.381, 5.077, -1.840], [0.488, 5.222, -3.177], [0.932, 6.162, -3.742], [0.053, 4.125, -3.804], [-0.624, 1.086, -2.772], [0.955, 1.574, -3.181], [-0.354, 1.698, -4.406], [-1.605, 3.428, -2.966], [0.943, 3.186, -1.194], [-0.737, 3.666, -0.794], [6.323, -2.406, 4.017], [5.626, -1.260, 3.328], [6.534, -0.247, 2.619], [5.784, 0.059, 1.436], [4.845, -0.849, 1.266], [4.179, -0.959, 0.266], [4.767, -1.724, 2.251], [7.082, -2.865, 3.385], [5.606, -3.168, 4.332], [6.717, -2.112, 4.991], [4.984, -0.810, 4.084], [7.488, -0.658, 2.288], [6.598, 0.656, 3.222], [0.226, -2.491, -6.991], [-0.251, -1.815, -5.696], [-0.815, -2.725, -4.628], [0.017, -2.479, -3.486], [1.062, -1.734, -3.847], [1.978, -1.481, -3.107], [0.974, -1.322, -5.097], [0.743, -1.824, -7.676], [-0.640, -2.890, -7.525], [0.904, -3.306, -6.742], [-0.948, -0.990, -5.850], [-0.764, -3.779, -4.918], [-1.842, -2.516, -4.340], [-3.523, 3.761, 3.201], [-2.505, 2.531, 2.408], [-3.254, 1.619, 1.472], [-4.826, 0.971, 2.026], [-2.112, 1.944, 3.235], [-1.772, 3.047, 1.796], [-2.617, 0.804, 1.130], [-3.487, 2.106, 0.521], [2.333, -0.829, 5.432], [0.917, -1.006, 4.328], [0.197, 0.324, 4.234], [-0.658, 0.663, 5.747], [0.232, -1.730, 4.766], [1.170, -1.396, 3.344], [-0.555, 0.223, 3.451], [0.841, 1.188, 4.105], [-4.634, -1.576, 4.232], [-3.237, -1.751, 3.139], [-2.503, -3.065, 3.307], [-3.457, -4.445, 2.667], [-2.592, -0.899, 3.345], [-3.632, -1.613, 2.136], [-2.218, -3.281, 4.334], [-1.581, -3.066, 2.729], [4.059, 2.600, 2.241], [2.321, 2.478, 1.744], [1.468, 3.546, 2.395], [2.028, 5.148, 1.828], [2.050, 1.473, 2.050], [2.281, 2.507, 0.661], [1.424, 3.518, 3.479], [0.461, 3.460, 1.991]],
  "mulliken_spin": [0.420, -0.020, 0.039, 0.267, 0.007, 0.281, -0.001, 0.000, 0.003, 0.000, 0.000, 0.000, 0.000, 0.002, 0.000, 0.000, 0.000, -0.005, 0.001, -0.004, 0.000, 0.000, 0.000, 0.000, 0.000, 0.000, 0.002, 0.001, 0.000, 0.000, 0.001, 0.000, 0.000, 0.000, 0.000, 0.000, -0.001, 0.009, 0.000, 0.000, 0.000, 0.000, 0.000, 0.000, 0.000, 0.000, 0.000, 0.000, 0.003, 0.001, 0.003, 0.000, 0.000, 0.000, 0.000, 0.000, 0.000, 0.000, 0.000, 0.000, 0.000, 0.000, 0.000, 0.000, 0.000, 0.000, 0.000, 0.003, -0.003, 0.000, 0.000, -0.004, 0.000, 0.000, 0.000, 0.000, 0.000, 0.000, 0.000, 0.000, 0.000, 0.000, 0.000, -0.004, 0.000, 0.000, 0.002, 0.000, 0.000, -0.001]
}



Number 1 is which compound?
C24H40BrFN